(1)
Formula: C26H52Cl4O14
Source: OMol25
Level of theory: ωB97M-V with the def2-TZVPD basis set

XYZ file:
```
96
Properties=species:S:1:pos:R:3:forces:R:3
Cl 2.08440 -9.28840 12.30623 0.0684 -0.0920 0.1839
Cl 1.65998 -8.12455 9.67689 0.0309 0.0415 -0.0920
Cl 2.76972 -8.45683 16.16473 -0.2951 0.1446 -0.2402
Cl 3.94461 -6.35550 17.78477 0.0115 -0.0050 0.1971
O 3.53684 -4.85319 14.75132 0.8478 0.1672 0.6495
O 5.43716 -11.58379 17.94503 -0.2250 0.0916 -0.0791
O 8.96214 -7.45575 12.99387 0.4717 -0.3076 0.0062
O -1.82407 -7.40647 9.60301 0.1111 0.2404 0.1603
O -1.88423 -5.65547 19.80010 -0.0501 0.3459 -0.2615
O -0.97146 -6.59572 11.39241 0.3626 0.3995 -0.0962
O 4.80971 -9.69447 19.01874 -0.2189 -0.0391 -0.1249
O 5.93577 -9.51968 17.19475 -0.0737 0.3476 -0.5634
O -2.26580 -8.43230 11.57320 -0.1857 -0.1452 -0.0471
O 2.66176 -6.15265 13.14978 -0.4487 0.0359 0.2738
O -0.01942 -6.88294 19.58448 -0.0267 -0.0143 -0.1551
O 9.12341 -5.57678 11.77446 0.4691 0.0967 -0.2374
O 6.52524 1.31009 14.94815 0.1698 0.0535 0.0831
O 5.06473 -0.34712 15.36255 -0.1436 -0.1589 0.0798
C -1.27281 -5.47849 13.54207 0.3658 -0.1703 -0.2256
C -2.68250 -6.83702 19.83570 -0.2109 -0.8839 0.5104
C 2.58059 -7.47531 17.62725 0.4190 -0.2250 0.1021
C 5.40390 0.88288 14.93369 0.0302 -0.1331 -0.2883
C -2.80577 -7.53918 18.50725 -0.0810 -0.5704 -0.0734
C 2.46392 -3.30272 16.21169 0.8595 0.1139 -0.1325
C 4.97219 -6.35035 13.60934 0.2320 0.1824 0.7686
C 2.86062 -8.65994 10.85661 0.0700 0.0018 -0.1471
C -0.57164 -5.80929 19.60837 0.3009 -0.2744 0.4159
C -2.72888 -8.23725 8.90926 -0.4635 -0.5680 -0.6906
C 6.47748 -0.96334 17.26748 -0.7220 0.0467 1.0082
C 2.28329 -4.43711 15.24879 -1.7793 -0.5537 -0.3295
C 7.49872 -7.24434 11.17906 0.5222 -1.2880 -0.6751
C 0.13270 -4.49852 19.46945 -0.0014 0.6556 0.1521
C 4.05564 -10.48424 19.93983 -0.0565 0.0590 0.3685
C 3.59462 -5.79886 13.82679 -0.0116 -0.2013 -1.3896
C 5.39038 -10.38287 18.02741 0.0453 -0.3484 0.5036
C -1.73960 -7.56432 10.92965 -0.1256 -0.1711 -0.1437
C 6.12394 -1.19798 15.81895 0.8146 0.1525 -0.0381
C 8.65724 -6.66746 11.95282 -1.2221 0.4297 0.5751
C 4.19687 1.60812 14.42094 -0.0979 0.0829 0.1366
C 10.02771 -7.00405 13.86986 -0.4908 0.0572 -0.3343
C 9.50169 -6.10075 14.96941 0.1807 0.5271 0.7232
C 6.40830 -10.09333 15.95867 0.7006 -0.5163 0.2595
C -0.64152 -6.63904 12.78025 -0.1163 -0.1378 0.9977
C 6.88991 -8.95297 15.08855 -1.7583 0.2827 0.2442
H 3.20535 -3.59123 16.95924 -0.1384 0.0079 0.1228
H -0.99318 -7.58740 13.18877 0.0411 0.0607 -0.0310
H -3.68596 -7.73768 8.74390 0.0747 0.1503 0.2159
H 10.42902 -7.92394 14.28304 0.1126 -0.0138 -0.0407
H 5.58401 -5.71996 12.96531 -0.1560 0.2323 0.0460
H 1.53548 -3.04152 16.71133 -0.0912 0.0473 -0.0896
H 3.45722 -9.45003 10.41562 -0.0807 -0.0546 -0.0313
H -2.33454 -5.64067 13.71758 -0.0453 0.1254 -0.0346
H 1.15162 -4.53922 19.84462 0.0614 -0.3237 -0.1447
H 6.56677 0.08836 17.54402 0.1275 0.0772 -0.4393
H -2.91957 -9.18967 9.40050 0.1753 0.1207 0.2391
H 6.63207 -6.59751 11.13845 0.0689 0.2259 0.1044
H 1.76553 -5.28742 15.71601 0.4280 -0.0852 0.1969
H -1.10636 -4.53849 13.01414 -0.1318 -0.0148 -0.0565
H 3.18806 -10.94845 19.47086 0.1197 -0.0063 -0.1925
H -0.75155 -5.39397 14.49832 -0.1663 -0.0506 0.0999
H 5.59888 -10.64712 15.47983 -0.0632 0.0757 0.0766
H 2.58509 -8.18726 18.44178 0.0728 0.2253 0.2298
H 3.48691 -7.81352 11.11294 -0.1456 0.0868 0.1613
H 10.77508 -6.50233 13.26027 0.0316 -0.0274 0.0210
H 4.90700 -7.33465 13.15913 -0.1230 -0.0555 0.0063
H 7.26873 -8.12307 15.68366 0.7794 -0.3169 -0.0627
H 4.48045 2.56926 14.00664 0.0603 0.0594 0.1053
H 7.17400 -10.83164 16.21261 0.0769 0.1593 -0.0807
H 1.67714 -6.88149 17.63583 -0.1586 -0.1805 -0.2643
H -1.85717 -7.96384 18.18244 0.1587 0.4668 -0.1495
H 4.67042 -11.25346 20.40230 0.0442 -0.0163 -0.0791
H -3.65007 -6.52684 20.22417 -0.0149 0.2361 -0.1813
H 8.50120 -5.69426 14.82048 -0.0392 -0.2697 -0.4066
H 2.87616 -2.43955 15.68412 -0.1961 0.1246 0.0958
H 3.70996 -9.78642 20.69931 0.0531 0.0009 -0.0113
H 7.40564 -1.44558 17.57159 0.0260 -0.1396 -0.2579
H 10.13461 -5.21893 15.09731 0.0932 -0.1231 -0.0800
H 3.69009 1.02661 13.65347 -0.0055 -0.1182 0.0629
H 1.59151 -4.20964 14.42893 0.3662 0.3570 -0.1249
H 5.95910 -8.52522 14.70532 0.1703 0.0093 -0.3175
H -0.37723 -3.71108 20.02508 -0.1610 -0.0874 -0.1231
H 0.15035 -4.20319 18.41886 0.0105 -0.0477 -0.0037
H -3.26288 -6.90808 17.74748 0.1198 -0.0172 -0.0957
H -2.30112 -8.44021 7.92718 0.1192 0.0868 0.0985
H 5.68478 -1.34710 17.92181 0.0983 -0.0806 -0.0931
H 7.80196 -7.48407 10.15400 0.0919 0.5087 0.0027
H 9.48810 -6.60885 15.93544 -0.0464 -0.0680 -0.0722
H 3.51362 1.73567 15.26233 -0.1027 0.0921 -0.1350
H -2.28844 -7.54739 20.57004 0.2460 0.2285 -0.0381
H 5.77035 -2.21153 15.64992 -0.0551 -0.0356 0.0134
H -3.41607 -8.43963 18.63263 -0.2976 0.2792 0.0874
H 7.02553 -1.03152 15.22551 -0.2390 0.0481 -0.2432
H 7.47434 -9.27014 14.23462 0.4099 0.0747 0.1569
H 0.43979 -6.60657 12.90654 -0.0213 0.0555 -0.4799
H 7.24469 -8.23306 11.56425 -0.2495 0.2390 0.3451
H 5.44973 -6.40951 14.58866 0.2125 -0.0804 -0.1625
```
Positions in Å, forces in eV/Å.

Values from the calculation:
LUMO energy in eV: 0.42
Kohn-Sham gap in eV: 10.87
HOMO in eV: -10.452
SMILES: CCOC(=O)OC.CCOC(=O)OC.CCOC(C)=O.CCOC(C)=O.CCOC(C)=O.CCOC(C)=O.ClCCl.ClCCl


(2)
Formula: C26H52N3O10P
Source: OMol25
Level of theory: ωB97M-V with the def2-TZVPD basis set

XYZ file:
```
92
Properties=species:S:1:pos:R:3:forces:R:3
P -3.58460 -3.50406 1.26878 -0.2908 -0.8397 -1.7606
O -3.08910 -0.28853 0.66964 -0.2601 -0.1502 0.9739
O -3.45383 -4.87271 2.12866 0.5746 1.6066 0.7676
O -1.35709 0.77204 -0.15924 3.4994 0.3671 -1.9928
O -2.83887 1.88231 1.03235 -0.2424 0.5180 0.5214
O 3.81129 4.98548 3.69891 -0.0709 0.6761 0.5620
O -3.74126 -3.89104 -0.12134 -0.0497 -0.5276 -1.3057
O 0.67454 -3.44212 -2.03403 0.4252 0.2341 0.7748
O -4.11206 5.04084 1.26692 -0.2971 0.2343 0.0357
O -2.39864 3.92665 1.89587 0.5115 -0.6438 -0.0360
O -4.92372 -2.70661 1.71614 1.0858 -0.3214 1.0030
N 1.06878 -2.66956 -2.99169 -1.5536 -1.7874 -0.0737
N 3.40018 5.30731 2.51794 0.8457 -2.0568 0.7653
N -2.96244 5.11544 1.31094 -0.3780 0.4739 -0.3253
C -2.00678 3.02969 0.87800 -0.3127 0.6398 0.6392
C 1.20513 4.49689 3.38462 0.3481 0.0383 0.5419
C 2.53560 3.04232 1.85003 0.5262 -0.2185 -0.0256
C -2.80926 -4.78362 3.41953 -0.5603 -0.5448 0.7131
C 2.18597 4.48871 2.21087 -1.7961 0.2746 -0.9928
C 1.77521 -3.50486 -4.00752 1.6297 0.2145 -1.2022
C 3.61954 2.94731 0.77879 -0.0162 0.0810 0.0186
C 0.79223 -4.28820 -4.88755 -0.6241 -0.0100 0.0050
C -1.05998 -2.69717 -4.33270 0.0854 -0.6127 -0.1466
C 4.55241 5.19863 1.57427 0.6875 1.0574 -1.6395
C -6.46548 -4.24564 2.92627 0.4484 0.3485 0.3639
C -0.10876 -1.87268 -3.46220 -0.3683 1.9107 -0.7302
C 2.70972 -2.62145 -4.87958 0.0079 0.4141 -0.0555
C 4.29065 6.04827 0.29993 -0.3591 0.1465 -0.1522
C 4.85096 3.74025 1.20308 -0.2926 -0.5199 0.1907
C -6.10961 -3.50412 1.63895 -1.1940 -0.8217 0.0948
C -3.17408 -3.57427 4.28756 0.6453 -0.2430 0.2611
C 1.38025 5.09920 1.04554 0.1251 0.1072 -0.3593
C -2.33336 0.80391 0.46605 -2.4722 -0.8051 0.8007
C -2.11754 -2.42399 1.38333 -1.0010 1.1685 1.2033
C -2.56287 -1.00657 1.82244 0.0690 -0.3331 -0.0474
C -0.33823 -3.43733 -5.45656 0.0573 0.0558 0.0526
C 0.34219 -0.63631 -4.26930 0.2141 0.0067 -0.2513
C 5.83422 5.79479 2.15969 -0.0497 -0.0868 0.7490
C -0.87862 -1.28574 -2.28150 0.1854 -0.5020 0.4532
C 2.72138 -4.51898 -3.36129 -0.2952 -0.1727 0.6656
H 3.29948 -5.02467 -4.13593 -0.0504 0.1634 -0.1355
H -1.72777 -4.90022 3.32206 -0.0034 0.2330 -0.2684
H 1.63770 2.52087 1.50710 -0.0991 0.1551 0.0532
H 2.87570 2.50811 2.74352 0.0281 0.1434 0.0563
H 3.89059 1.90053 0.62608 -0.0009 0.0198 -0.0240
H -1.34065 -2.79810 2.04849 -0.0980 -0.1084 0.0622
H 0.68355 -0.87349 -5.27574 0.0787 -0.0252 0.0451
H 1.22991 6.17093 1.18606 0.0467 -0.0064 0.0224
H -3.35446 -1.02129 2.56938 0.0474 -0.0216 0.0154
H 5.59871 3.70940 0.40796 0.0154 0.2117 0.0225
H -6.33500 -3.58478 3.78719 -0.2139 0.0397 -0.0201
H 6.61562 5.79933 1.39867 -0.1577 -0.0223 -0.1518
H -1.70912 -0.46404 2.23183 0.0159 0.0348 -0.0382
H -3.02533 -3.87096 5.32828 -0.0287 -0.0092 -0.0012
H -1.70069 -2.28810 0.39150 -0.0837 -0.5218 -0.1959
H -0.21944 -0.71241 -1.63267 0.0235 -0.0353 -0.0271
H 2.64679 -2.88564 -5.93657 -0.0266 -0.0328 0.0239
H -1.82672 -2.04532 -4.75765 0.0726 0.1504 0.1313
H -6.95037 -2.85904 1.39033 0.2931 0.4247 -0.0172
H 5.67611 6.82438 2.48510 -0.0431 -0.0269 0.0055
H 3.42330 -4.02688 -2.68553 -0.0444 0.0258 -0.0018
H -3.13592 -5.66861 3.96729 -0.0978 -0.0982 -0.2323
H 3.75249 -2.72801 -4.57730 -0.0484 -0.1832 0.0313
H 3.25810 6.35956 0.17978 -0.0330 -0.1515 0.0324
H 5.30484 3.23176 2.06049 -0.0686 0.1424 0.1051
H -7.50426 -4.57159 2.90298 -0.0296 0.0366 -0.1050
H 1.83321 4.93554 0.06908 0.0687 0.0687 0.0326
H 0.05344 -2.73374 -6.19794 0.0094 0.0198 0.0363
H 1.33441 -4.77102 -5.70361 0.1832 0.0685 0.0965
H -0.95470 2.82030 1.04439 -0.0177 -0.4722 -0.2027
H -0.49112 0.05555 -4.39683 -0.0929 -0.1146 0.1306
H 2.19270 -5.28924 -2.80069 -0.0606 0.1094 0.0390
H 3.24791 3.31024 -0.18429 -0.0243 0.0234 0.0288
H 0.34674 -5.09995 -4.30273 0.0526 0.1001 0.1570
H 0.39096 4.64407 0.98645 0.0352 -0.0569 0.1995
H 2.51649 -1.55692 -4.79623 -0.1560 -0.0454 -0.0203
H 6.21440 5.22503 3.00694 -0.1262 0.0105 0.0277
H 1.59419 3.97581 4.25833 0.1290 0.1134 -0.0220
H -1.04778 -4.07603 -5.98703 0.0256 0.0042 -0.0121
H 0.27744 3.99646 3.10346 0.0585 0.0298 -0.1864
H 0.95507 5.51858 3.67667 0.0382 -0.0095 0.0016
H 4.58205 5.51735 -0.60790 0.0142 -0.0272 0.0377
H -5.84089 -5.11833 3.11015 0.0521 -0.0301 -0.1791
H -2.48805 -2.74071 4.13765 -0.2245 0.1767 -0.1845
H -4.20670 -3.25735 4.19412 -0.0172 0.0154 -0.1813
H -1.59061 -3.42798 -3.71358 0.1111 0.0329 0.1061
H 1.13384 -0.09455 -3.74785 0.0127 -0.0478 0.0023
H 4.85001 6.98417 0.32531 0.1330 -0.1050 0.0864
H -1.37016 -2.05272 -1.68470 0.0926 -0.0775 -0.0560
H -2.19460 3.44176 -0.11379 0.2389 0.1066 -0.0422
H -6.06431 -4.23903 0.83305 0.3930 0.1992 -0.1661
H -1.66119 -0.61352 -2.63174 0.0900 -0.0071 -0.1773
```
Positions in Å, forces in eV/Å.

Values from the calculation:
LUMO energy (spin up / spin down) in eV: -0.66 / -0.66
Kohn-Sham gap (spin up / spin down) in eV: 7.68 / 8.50
HOMO (spin up / spin down) in eV: -8.346 / -9.165
<S²>: 2.0081
Multiplicity: 3


(3)
Formula: C26H53AlCl15O2
Source: OMol25
Level of theory: ωB97M-V with the def2-TZVPD basis set

XYZ file:
```
97
Properties=species:S:1:pos:R:3:forces:R:3
Cl 2.53691 0.91005 3.97452 -0.1786 0.6803 0.9544
Cl -4.96245 8.99092 -1.60973 -0.0082 0.0503 -0.0484
Cl 1.67692 -7.37552 -7.92091 0.0674 -0.0561 -0.0461
Cl -3.08850 -5.40090 0.36927 -0.0102 -0.1334 -0.0426
Cl 8.25393 -3.07085 -0.34417 -0.0310 -0.0075 -0.0264
Cl -2.69738 -5.93458 -2.98578 0.0692 -0.1040 -0.0422
Cl -2.77597 -6.59748 -9.27516 -0.0753 0.0311 -0.0959
Cl -2.87048 -4.00075 -7.05205 -0.0798 0.0534 -0.0392
Cl -0.29857 -7.80338 -5.16256 0.0887 -0.2006 0.1029
Cl -1.35185 6.10434 0.25645 -0.1927 0.1606 0.0393
Cl 4.77929 1.02846 6.55364 0.1431 -0.1042 0.0173
Cl -3.11103 2.32918 5.47479 1.1530 0.9908 -1.1313
Cl 6.27843 -3.49872 2.41418 0.3523 -0.3296 -0.0796
Cl -5.64679 5.64609 -1.41493 -0.0193 0.0639 0.0073
Cl -3.82906 6.42547 2.59193 -0.1339 0.2459 -0.0586
Al -0.98533 2.39799 1.85224 0.3913 -0.3919 -1.1362
O -1.94538 -1.19529 0.55955 -0.1505 -0.9553 2.4990
O -0.88936 3.93965 5.52593 -5.9432 -3.3888 -5.3165
C 8.51294 -2.38228 1.27784 0.0750 0.1326 0.3273
C -3.58370 -4.31669 -0.95413 -0.0879 0.2306 -0.2563
C 1.10600 2.01649 -0.39497 0.9407 1.2763 0.8483
C 8.05056 -3.32158 2.38060 0.1856 -0.0363 0.0324
C 4.26612 -1.04059 2.29617 -0.2014 0.6811 -0.7069
C -4.04183 -5.08448 -2.18408 -0.3098 0.2524 0.1815
C 4.48756 0.03603 1.03576 -0.4237 -0.4348 0.5501
C -1.38394 -2.34225 1.28931 1.2952 -0.8255 -0.5420
C 2.46900 1.68443 0.51148 -0.7458 -0.7730 -0.4948
C -2.64113 7.33264 0.29049 -0.0913 0.1319 0.0391
C 1.93593 -6.68694 -6.29890 0.0890 0.1068 0.3424
C -1.82400 3.44686 4.67304 5.3511 3.8154 2.3108
C -1.86101 3.80676 3.06081 -1.6621 0.8580 2.6020
C -3.01032 7.73797 1.70878 0.0520 0.2760 -0.2001
C -2.34327 1.27106 0.78138 -0.2688 -0.8122 -0.6791
C -0.07667 -1.95164 2.24485 -0.8763 -0.0156 0.6199
C -6.79618 6.99051 -1.20428 -0.1471 0.1242 0.0053
C -2.61710 -0.23542 1.44843 -1.2279 2.2050 -0.4298
C -2.22731 -5.63644 -6.76397 0.1965 -0.2270 0.0030
C 1.47355 -7.62624 -5.19614 0.3588 0.0657 0.0435
C 2.38566 1.84093 5.48538 -0.1713 0.2725 0.1784
C 3.72946 2.34954 5.98307 -0.3593 0.3064 -0.1408
C 0.31943 3.23059 0.44467 0.5820 0.1492 -0.7854
C 3.03133 0.16295 0.24915 0.7398 0.5327 0.8682
C -6.46666 8.17351 -2.10098 -0.3616 -0.1447 -0.0653
C -1.58089 -6.22618 -8.00755 0.1762 0.0077 0.3404
H -3.32670 1.88152 0.60877 1.4431 -1.3510 0.2929
H -4.40572 -3.70468 -0.57079 0.1209 -0.1262 -0.1043
H 8.48972 -4.31801 2.27240 -0.0943 0.2229 -0.0863
H 3.38825 -0.57464 2.95054 2.5050 -1.7816 -1.6577
H -1.08360 -7.16811 -7.75665 -0.2069 0.2536 -0.0111
H 4.26697 2.89834 5.20375 -0.1166 -0.2376 0.0965
H 1.16789 3.79773 1.02614 -1.4986 -0.6248 -1.2607
H -3.80441 -0.34544 1.46647 2.3548 -0.4549 -0.1309
H -0.93870 -3.07482 0.45827 -1.1152 1.6740 1.5681
H 5.37097 -0.29699 0.32254 -1.8245 0.5540 1.4063
H 0.43135 1.05855 -0.51399 1.4396 1.8508 0.1133
H 0.72164 -2.79703 2.11420 -1.4129 1.6697 0.3427
H 2.16112 1.80597 1.64059 0.7148 -0.3207 -2.3120
H -2.12962 8.03756 2.28503 -0.1336 -0.1909 -0.1261
H 2.29980 -0.62674 0.76497 1.4773 1.6863 -1.4904
H -3.70456 8.58352 1.68474 0.0841 -0.1315 -0.0929
H 1.72474 2.68623 5.27124 0.0787 -0.0755 0.0439
H 0.36954 -0.89349 1.99369 -0.9739 -2.1388 0.2685
H -3.50391 6.93492 -0.25266 0.2465 0.0345 0.2350
H 7.99509 -1.41937 1.32498 -0.0189 -0.2723 -0.0274
H 1.91271 -8.62268 -5.30434 -0.1510 0.2172 -0.0839
H -7.26560 8.91873 -2.04128 0.1161 -0.1401 0.0735
H 8.34675 -2.92367 3.35601 -0.0381 0.0373 -0.1985
H -1.87445 1.08951 -0.29611 -1.0629 0.2395 2.1429
H 3.00979 -6.50069 -6.20217 -0.1859 -0.0962 0.0261
H -2.74371 -3.65352 -1.18257 -0.1520 -0.1695 0.0770
H -3.00933 3.87025 2.75412 2.4890 -0.0807 0.7199
H -7.78773 6.60031 -1.45340 0.1653 0.1160 -0.0430
H -2.19083 -2.99204 1.86451 1.4964 1.6072 -0.9599
H -0.24775 3.97878 -0.29250 1.4806 -1.6702 1.4121
H -1.48441 -5.54807 -5.96554 -0.1812 0.0141 -0.2439
H 3.58029 3.02358 6.83213 -0.0548 -0.1677 -0.1218
H -6.36236 7.86970 -3.14711 0.0806 -0.0064 0.2725
H 3.35027 2.43289 0.28556 -1.8691 -1.2901 0.2991
H 3.19470 -0.04867 -0.89739 -0.6054 0.3725 2.2514
H -4.81072 -5.82247 -1.93586 0.2576 0.0912 0.0068
H 1.41808 -5.72404 -6.25176 0.0272 -0.2451 -0.0117
H -2.27512 -0.26558 2.56691 -0.2081 -0.2238 -2.1678
H -0.83318 -5.54988 -8.43301 -0.2439 -0.0797 0.0638
H 1.48405 2.45093 -1.43401 -0.9508 -1.2401 1.9214
H -0.14936 1.42974 2.81476 0.0576 -0.1639 0.1624
H -4.46087 -4.39139 -2.91997 0.1455 -0.0401 0.1560
H 3.88596 -2.08185 1.86116 0.9852 2.1985 0.9187
H -0.41761 -1.89974 3.38446 0.8563 -0.1590 -2.4154
H 5.26608 -1.18087 2.92006 -2.4270 0.3608 -1.2032
H 4.76610 1.10347 1.47432 -0.5167 -2.2757 -0.8215
H -2.26487 8.20138 -0.25807 -0.0677 -0.0656 0.1584
H -1.32087 4.85640 2.90703 -1.2694 -2.2804 0.6994
H -3.04600 -6.26415 -6.39889 0.1516 0.1456 -0.1293
H 9.58679 -2.19602 1.37457 -0.1611 -0.1083 0.0197
H -6.79803 7.27358 -0.14725 0.1105 -0.0275 -0.2235
H 1.89483 1.20515 6.22864 0.1738 0.1050 -0.1700
H 1.76974 -7.22833 -4.22073 -0.0675 0.0250 -0.2042
```
Positions in Å, forces in eV/Å.

Values from the calculation:
Net charge: -1
LUMO energy in eV: 1.79
Kohn-Sham gap in eV: 6.76
HOMO in eV: -4.975


Which formula does entry 2 have?
C26H52N3O10P